The following is a quantum chemistry calculation of C24H53IrN10OSeSi as an isolated structure, from the OMol25 dataset.

ORCA input file:
```
! wB97M-V def2-TZVPD RIJCOSX def2/J DEFGRID3
* xyz 2 5
Ir 0.3761 0.1212 -0.2283
Se 0.8476 -1.0167 -2.3833
Si 0.1395 -2.6348 -3.8611
O -0.1112 6.2234 -3.9726
N 0.5430 1.9660 -1.1707
N -0.1585 3.6454 -2.8123
N 2.7016 0.8586 3.0822
N 1.1633 1.3195 1.3285
N 0.2726 -1.8328 0.8157
N -3.4489 0.1043 -0.4049
N -1.4061 0.8449 0.6712
N 0.2626 -1.8987 2.2498
N 3.5440 0.9453 0.9863
N -3.0335 -0.7106 1.6577
C -0.0592 -4.3487 -3.1162
C -1.5685 -1.9815 -4.3326
C 0.9859 5.3354 -4.2249
C -0.8373 -4.0644 2.6639
C -4.2843 -1.3293 1.3003
C -0.7755 6.0198 -2.7363
C -1.2410 1.9602 1.5719
C 1.8125 0.8150 4.1752
C -2.6159 0.2024 0.6405
C 1.5928 -3.9751 2.3776
C 0.2595 2.3766 1.7402
C 0.5706 3.9059 -4.0497
C -2.6163 -0.4989 3.0789
C -1.2733 4.5317 -2.5523
C 1.4116 -2.7339 -5.3019
C 3.6673 1.1856 -0.4121
C 0.6898 -2.8864 4.4424
C -3.5184 0.9216 -1.6839
C 0.3868 -3.1976 2.9411
C 4.6783 0.4973 1.8067
C 0.2234 2.7974 -1.9299
C 2.4173 1.0637 1.7334
C 4.0749 0.4163 3.2431
C -4.6084 -0.8075 -0.0823
H 1.3006 5.5176 -5.3049
H -1.5565 -1.9061 -5.4251
H -0.1328 -5.1331 -3.9108
H 4.6932 1.2693 -0.6803
H 4.9599 -0.4970 1.4543
H 1.6836 -2.5532 4.6003
H -4.1864 -2.4117 1.3916
H 1.5554 -1.6667 -5.6643
H 2.3314 -3.2975 1.9015
H 3.1502 2.0911 -0.6978
H 3.2984 0.3561 -0.9674
H 2.2998 0.3155 5.0368
H 2.0613 -4.6006 3.1728
H 0.3570 2.7103 2.8556
H 1.0778 -3.3949 -6.0902
H -1.5898 -3.9644 3.5325
H -5.6188 -0.3987 0.0284
H -4.2859 1.7302 -1.6007
H 1.7797 5.7353 -3.4809
H 0.8212 -4.6095 -2.5386
H -0.0970 6.2148 -1.9548
H -2.5031 1.2693 -1.9296
H 1.4968 3.2386 -4.1431
H 0.9617 -1.2279 2.6143
H -1.5188 6.8490 -2.6674
H -0.6297 -2.2938 0.5378
H -1.4969 -3.9677 1.7030
H -1.5791 -0.8367 3.1094
H 4.4350 1.0698 3.9936
H -1.5916 4.4316 -1.4666
H 0.4424 3.2670 1.0631
H -0.0963 3.6328 -4.8926
H 4.1369 -0.5745 3.6302
H 5.5330 1.1416 1.6652
H -0.9170 -4.3893 -2.4449
H 1.2727 -4.6551 1.5820
H -4.6671 -1.6067 -0.8444
H -3.0416 -1.2914 3.6668
H -3.7250 0.1232 -2.4347
H -2.8058 0.4893 3.4882
H -2.1281 4.3741 -3.1784
H -2.2963 -2.7173 -4.1208
H -1.7868 2.7634 1.0382
H -0.4478 -5.0997 2.6995
H 0.5812 -3.8729 4.9897
H 0.8906 0.3861 3.9610
H -1.6883 -1.0327 -3.8263
H -5.1846 -0.9851 2.0165
H 1.0216 -2.4468 0.3983
H -0.0664 -2.2253 4.9126
H 2.4429 -3.1098 -5.0151
H -1.6544 1.7406 2.5756
H 1.6429 1.9087 4.4101
*
```

Values from the calculation:
* E_tot: -4363.61886 Eh
* HOMO level (alpha / beta): -11.5 / -12.9 eV
* maximum force: 3.9 eV/A
* ΔE to the lowest compared entry with this formula, charge and spin: 0.221 eV
* gap between HOMO and LUMO (alpha / beta): 7.20 / 5.83 eV

Löwdin atomic charge list, values in e, 8 entries:
1 Ir 1.076
2 Se 0.349
3 Si 0.196
4 O -0.145
5 N 0.001
6 N -0.075
7 N -0.109
8 N -0.141